{"formula": "C67H138O39PS12", "method": "ωB97M-V/def2-TZVPD", "symbols": ["H", "O", "H", "S", "H", "C", "H", "H", "H", "H", "H", "H", "O", "H", "C", "H", "H", "O", "C", "H", "H", "C", "C", "O", "C", "O", "H", "H", "S", "C", "H", "H", "H", "H", "C", "H", "H", "S", "C", "C", "C", "H", "O", "H", "O", "H", "C", "S", "H", "H", "H", "H", "O", "H", "O", "C", "C", "C", "H", "H", "C", "H", "H", "O", "H", "O", "H", "C", "C", "H", "C", "C", "C", "H", "H", "H", "H", "C", "C", "O", "H", "C", "H", "C", "H", "H", "S", "H", "C", "H", "H", "C", "C", "H", "C", "C", "H", "H", "H", "H", "H", "O", "H", "H", "H", "H", "S", "H", "H", "C", "S", "C", "O", "H", "O", "C", "H", "H", "H", "C", "H", "C", "C", "O", "H", "H", "H", "C", "O", "H", "H", "H", "O", "H", "S", "C", "H", "H", "H", "H", "H", "H", "O", "H", "H", "C", "H", "H", "O", "H", "H", "C", "H", "H", "H", "H", "O", "H", "S", "O", "H", "H", "C", "H", "H", "H", "C", "H", "C", "H", "C", "O", "C", "H", "C", "C", "O", "O", "H", "O", "H", "H", "H", "H", "O", "O", "H", "H", "H", "O", "H", "H", "P", "C", "H", "O", "C", "S", "H", "H", "C", "H", "H", "C", "C", "H", "C", "C", "H", "O", "H", "S", "C", "C", "C", "H", "O", "H", "H", "H", "C", "H", "C", "H", "C", "O", "C", "O", "O", "O", "H", "O", "H", "H", "H", "H", "C", "H", "H", "C", "H", "C", "O", "C", "H", "H", "H", "C", "H", "H", "O", "H", "H", "H", "C", "H", "S"], "coordinates": [[-4.4384, -1.6348, -0.8257], [2.4970, 4.5754, 1.2763], [4.6556, -0.7247, -4.6609], [0.1068, -7.2141, -1.1730], [4.4532, 0.9417, 0.1118], [2.4829, -0.2714, 4.9939], [-5.0742, 2.2198, -0.2429], [0.8484, -5.2183, 0.9644], [0.5668, 4.6682, 0.3279], [-1.9724, -4.1390, 5.5482], [-0.7783, 4.4665, -0.9251], [0.2889, -1.9233, -4.3436], [2.7085, -2.6440, 1.8392], [2.0086, -4.5232, 2.1197], [2.5855, -7.5717, -1.8840], [-1.0011, 2.5167, 4.7309], [-6.2582, -2.3421, 0.8689], [-1.0010, 3.9976, 2.4520], [-5.4868, -1.8676, -4.5680], [-0.5661, 0.3523, 6.3067], [1.8831, -1.9072, -1.7558], [-4.8729, -1.0836, 4.8432], [-3.1247, -5.0022, -1.9540], [3.9630, -1.4430, -1.1939], [5.6883, 2.7283, -0.4070], [-0.9063, -0.5891, -3.5224], [2.4911, -1.9389, -6.4882], [5.8926, 1.5955, 4.1558], [-5.2302, -3.4142, 3.6787], [4.7831, -1.2734, -3.7277], [-4.2997, -1.5588, 0.7476], [6.4893, 3.2967, 2.8999], [1.0243, 3.4165, -3.6861], [-0.8053, -4.5855, 0.4804], [5.0981, 1.9771, 3.5145], [0.2706, -2.5114, -2.2318], [0.7209, 3.0561, 2.3067], [-2.5102, -0.1087, -3.7544], [-4.1245, -0.2407, 2.5014], [2.4748, 0.2245, 0.7105], [0.4366, 2.4362, -1.7380], [-6.3238, -1.3483, -4.1012], [-3.2448, 0.0033, -2.5135], [4.2179, 6.0127, -0.1367], [5.0985, -3.3634, 1.8599], [1.1177, -3.1020, 0.6735], [-1.7536, -2.4458, -4.5837], [-4.0562, -3.5372, -1.3292], [-0.4490, 1.5056, 3.2641], [0.5230, -6.0650, -1.0710], [-1.6222, -2.3850, -5.6640], [0.6858, -5.8644, 2.4632], [0.1828, -3.5297, 4.1477], [-3.4330, -5.1877, -2.9829], [0.8097, 7.1906, -4.3904], [-6.4599, 5.8308, 0.9711], [2.0140, 1.2119, -5.2688], [0.6631, 1.1697, -5.1981], [3.3683, 6.7672, 3.7018], [3.1216, -0.1292, 2.6936], [1.8290, 6.6105, -1.3158], [3.1672, 2.0132, -2.7416], [-4.6545, -0.5700, 3.9069], [2.4199, -0.1932, -2.9145], [-3.4845, 0.5499, 2.8931], [-7.7447, 5.0483, -1.2976], [1.1604, 4.3211, -2.2995], [0.3552, 0.9664, -2.1664], [2.7164, 0.0943, -5.8103], [-5.4434, 5.9560, 1.3442], [5.4696, 3.3969, 3.2719], [-6.7052, -2.9414, 2.6545], [5.6566, -1.3548, 0.6673], [-4.3042, -3.7195, -4.5784], [1.1945, 4.5427, -0.8234], [-0.0713, -5.5589, 4.8036], [-5.1605, 0.0978, 2.4817], [-7.5603, 0.5522, -0.1744], [-5.4448, 0.0978, -1.3397], [-2.8363, -1.6206, -4.4581], [-5.3475, -0.4091, 6.7917], [1.3705, 3.3133, -2.6577], [3.5590, 4.8722, -4.6335], [4.8376, 1.8838, 0.5026], [-4.0402, 0.1927, 0.4448], [0.5609, 0.8961, 1.0897], [3.3160, 4.6132, 2.4478], [3.6768, 6.5437, -5.0115], [2.0082, -1.0613, -6.0845], [3.1428, -7.2468, -2.7626], [2.5836, 2.7211, 2.1741], [3.2024, 0.7385, 2.0389], [2.6406, 1.8389, 2.8118], [-6.5408, 6.8308, 0.5451], [3.0521, 1.0002, 5.0464], [0.8743, -2.1302, -1.4083], [1.7199, 1.4977, 3.2851], [-2.0426, 0.4216, -0.5734], [2.7917, 4.6173, -0.4128], [1.2190, -4.4609, -3.2907], [6.3421, 3.3553, 0.1993], [-5.3993, -4.7021, 4.3732], [1.2097, -2.3540, -4.3114], [-1.1074, 0.1538, -5.3718], [6.5738, -0.8843, 1.0214], [5.8857, 5.4305, 0.2052], [3.9892, -2.2826, 2.4195], [-4.0791, -1.0455, 3.2351], [4.0731, 1.3082, 4.8763], [-0.2231, 2.2688, 4.0088], [5.1704, 4.7571, -1.9504], [2.8669, 3.0585, -2.6689], [3.9509, -1.9273, 3.8283], [3.7374, 0.2217, -6.1385], [1.5349, -6.5920, -1.8093], [-0.4992, 4.6992, 0.1025], [2.8009, -2.5398, -4.9611], [-2.1063, -4.6206, -2.0269], [1.5844, 5.6278, 0.5019], [-7.4098, -0.6413, 0.5436], [-8.2226, -0.9588, 1.1800], [-1.7450, -0.6188, -0.4427], [2.3387, 2.0648, 5.5982], [4.7488, 3.9251, 2.1461], [-4.7585, -1.1853, -5.0064], [5.5298, 6.8604, -0.9916], [5.5644, 4.0324, 4.1523], [5.7283, -2.9274, 0.5830], [0.9162, 4.8016, -3.5583], [-3.2926, -5.8436, -1.2817], [-2.0349, -3.4732, -4.3527], [6.3926, 2.0376, -0.8706], [2.4835, 6.5079, -2.5657], [0.7831, 6.9165, -1.2901], [-6.4411, 4.9017, -0.6472], [-5.3081, -1.0374, -0.5953], [-2.1001, -1.9082, 1.3076], [-4.6632, 0.3148, -2.0528], [0.6862, 1.8857, 4.4720], [5.0011, 1.3796, 2.6080], [-6.7597, -1.8574, 2.5542], [2.5888, 2.0726, -4.9604], [-1.6350, -4.5027, 2.6569], [-6.5872, 1.7834, 2.0043], [4.2422, 0.9615, 1.7998], [0.1576, -4.5429, 5.1251], [1.2845, 0.6426, -2.6350], [5.4645, 1.6541, 1.3643], [4.0620, 5.2938, -2.7754], [1.4372, -4.7745, -5.1569], [2.6875, -5.0364, -4.0397], [2.9714, 5.7127, -5.0028], [3.2803, 3.4171, -1.7263], [-5.9358, -2.2442, -5.4871], [3.2050, -7.4251, -0.9992], [-7.1229, 5.4142, 1.7293], [0.6156, -8.7616, -1.1857], [-5.1631, 0.9148, 5.7523], [3.3509, -1.3061, -2.5265], [2.6304, -2.7431, -2.9056], [2.2425, -9.7975, -1.7766], [2.7117, 5.5699, -6.0518], [5.2356, 5.9242, -0.5170], [0.0757, -1.9867, -6.2117], [6.7945, -3.1314, 0.4845], [3.2343, 2.1280, 3.6790], [-1.0328, -4.1675, 6.1001], [0.8253, -0.8964, 1.3729], [-4.8650, -3.1345, -3.8495], [-0.7998, -3.3097, 6.7310], [1.1749, -0.4878, 5.4446], [-5.1982, 5.2550, -1.3483], [-6.2611, -1.4047, 0.3325], [-3.8865, -1.1976, 5.2929], [2.1249, -2.9361, -4.2033], [1.9231, 5.2731, -0.4716], [4.6047, -0.9846, 1.6037], [4.7336, 3.4026, -1.2187], [4.2098, 1.7520, 4.1048], [-5.6031, -2.3454, 4.9071], [1.1132, -4.7031, 5.6244], [-0.4589, 3.0189, -1.5222], [-6.5688, -3.3117, 1.6384], [2.4878, 7.3080, -0.7986], [-2.8322, 3.7448, 0.7389], [-5.4468, -3.8749, -1.0913], [0.1308, 1.9999, -4.7578], [2.8448, 3.0187, 5.6158], [-0.5427, 0.7866, -2.7577], [-0.9873, -6.9936, -2.1198], [-1.8947, -0.1314, 1.6931], [-1.2718, -4.9819, 6.7839], [0.1825, -0.4376, -0.8277], [-6.5805, 0.9315, -1.0993], [-6.7351, 1.8201, -1.6932], [-6.4401, 3.4638, 0.0651], [1.0035, -4.9285, 2.0036], [-1.4403, 3.4558, 0.9516], [4.7839, -2.3305, -3.9934], [3.4037, 3.6029, -3.4458], [1.0247, 1.8226, 5.9855], [1.5892, -3.9176, -0.5883], [5.2056, -0.9505, -0.2389], [1.7063, -8.8986, -2.0807], [0.1101, 3.4499, 3.1190], [5.1560, -3.2573, -0.2841], [1.8135, -4.4059, -4.2026], [-0.1846, -5.3476, -1.4865], [-8.3772, 1.2462, -0.0429], [-2.5368, 0.9932, -4.7447], [3.0056, -0.7066, 0.5120], [-0.3315, -3.8162, 2.5475], [-0.4373, -4.1477, -0.4475], [-3.7809, -0.6579, 1.0752], [-5.5286, 1.9753, 1.8291], [0.4482, 2.6149, 6.4398], [-3.9468, -3.0621, 3.0943], [4.8726, 6.2542, 3.1504], [-5.6055, -3.8538, -3.4998], [-5.3602, 2.4473, 2.7970], [3.8347, 6.3198, 2.8241], [2.7034, 0.8434, -0.1571], [-2.2539, -0.8784, 0.9852], [-0.5224, -2.4758, -2.8165], [-0.0435, 0.0210, -5.5014], [-3.2821, -2.7636, -0.2892], [0.4567, 0.5518, 6.0230], [6.4876, 4.5047, -2.4755], [-0.0106, -6.7086, 0.1940], [-3.9958, -2.7553, -2.8305], [0.8997, 2.4283, -0.7514], [-0.7952, 2.1450, 0.6807], [5.7154, -1.0362, -3.2153], [3.5823, 6.9739, 1.9895], [-1.0018, -5.9936, -1.8073], [-1.3173, -3.5484, -0.6809], [0.6174, -1.0767, -5.9997], [-7.5451, -3.3956, 3.1803], [-5.1099, 0.9692, 1.8537], [0.9777, -0.0395, 0.7168], [0.3712, -5.0210, -2.3654], [0.7773, -3.2291, -0.3541], [2.8283, 4.0088, 3.6927], [-0.6246, -1.9205, -3.7489], [3.9099, 2.2963, 0.8992], [0.8453, -1.5161, 5.4262], [-2.2102, -1.2328, -1.2139], [-5.2279, 2.9045, 0.5912], [0.7097, 4.2534, 3.5467], [-0.8597, 5.6760, 0.4251], [-0.2321, -2.5572, 1.7707], [1.4436, -9.0310, -3.1303], [-6.6092, 0.0152, 5.6289], [3.1520, -1.0787, 4.7352], [-5.5344, -0.1100, 5.7604], [-4.3570, 3.5597, 0.6100], [1.5372, 6.0595, -3.8746]], "forces_ev_per_a": [[-1.3, 1.3, 0.0], [2.8, -2.7, 5.9], [-0.4, 0.3, 0.6], [-0.5, -5.0, 1.2], [1.0, 0.4, -0.9], [0.5, 0.9, 0.9], [1.2, -0.2, 0.4], [0.2, 0.7, 0.6], [-2.5, -1.1, 0.8], [0.2, 0.8, -0.3], [0.4, 0.9, -0.1], [-2.6, 0.8, 0.8], [2.1, 0.5, 0.7], [-0.5, -0.3, 0.7], [-1.2, -0.3, -0.9], [0.0, -0.4, -0.1], [1.0, 1.2, -1.6], [-2.8, -0.1, -1.0], [-0.4, -1.3, -0.7], [-0.1, 0.4, 0.3], [-3.1, -0.4, 2.4], [-0.4, 1.0, 3.2], [-0.7, 1.5, 0.4], [-2.5, -0.4, -3.4], [0.0, -1.0, 1.3], [-2.8, -0.6, 1.0], [0.1, 0.3, -0.5], [0.5, -0.3, -0.1], [-0.8, -0.3, 2.8], [-0.7, -1.2, 0.5], [1.2, 1.0, 1.8], [0.2, 0.7, -0.3], [0.0, -4.1, 0.8], [0.3, 0.1, -0.5], [2.6, 0.2, 1.4], [3.1, 0.4, 2.3], [0.3, 0.1, 0.3], [-0.3, -1.2, -1.3], [1.5, -2.0, -1.9], [0.9, -0.1, -0.1], [2.5, -0.5, 0.3], [0.4, -0.1, 0.7], [3.1, -0.1, -3.5], [0.2, -0.1, -0.1], [0.3, 0.5, 0.1], [-0.4, 1.3, -1.2], [0.2, -1.0, -1.9], [0.1, -0.8, -0.7], [-1.0, -0.4, 0.4], [1.2, 11.2, 0.6], [1.0, -0.6, -0.1], [0.8, 0.0, 0.7], [0.3, 0.6, -3.1], [-0.6, -0.1, 0.3], [0.3, -0.2, 0.6], [1.3, 0.7, -2.1], [1.8, -0.9, -1.3], [-0.4, 0.4, 0.8], [-0.7, -0.7, 0.0], [0.1, 0.4, 0.1], [1.4, -2.0, 1.3], [-0.2, -0.2, 0.0], [-2.8, -0.7, 3.1], [4.6, -4.5, 0.9], [-0.1, 0.3, -0.1], [2.3, -0.5, 0.9], [1.0, -3.0, 2.5], [-1.5, 0.7, 1.8], [-1.1, 0.8, -0.1], [0.2, -1.0, 0.1], [1.4, -1.0, -0.5], [1.0, -1.3, 0.9], [-0.8, -0.4, 0.4], [0.3, 0.2, -0.3], [1.4, 0.9, -0.5], [-0.2, 0.1, -0.9], [0.3, -2.0, 1.6], [0.9, 0.4, -0.7], [-2.6, 1.2, 0.1], [-1.0, 4.2, 1.0], [-0.4, -0.1, 0.2], [0.3, -6.7, 3.4], [-0.7, 0.2, -0.4], [0.7, -0.1, -0.9], [0.2, -0.2, 0.1], [-0.6, -0.6, 0.1], [0.8, 0.2, 4.4], [-0.4, 0.3, 0.4], [0.0, 1.1, -1.6], [0.2, -0.7, -0.1], [-0.9, -1.4, 0.0], [-2.4, -1.8, -0.6], [-1.5, 0.0, -1.4], [-1.3, 0.4, 0.7], [-2.1, -1.1, 4.3], [-1.1, 1.8, 3.1], [-0.1, 0.5, -1.2], [0.1, 0.0, -0.6], [0.2, 1.6, -1.3], [-0.2, -0.7, -1.0], [-0.3, 0.7, -0.2], [0.1, 2.1, -2.1], [2.9, -1.5, 0.2], [1.1, -0.5, -1.6], [0.0, -0.2, -0.1], [0.2, 0.7, 0.0], [-0.3, 1.1, -1.4], [2.4, -0.5, -3.9], [-1.0, -3.4, 3.4], [-0.4, 1.0, -2.5], [-0.5, 2.4, -0.4], [-1.3, -0.8, 0.7], [2.7, -3.1, -3.4], [0.2, -0.2, 0.3], [4.1, -4.6, -1.4], [-2.6, -0.7, 0.9], [0.3, -0.8, 0.7], [-0.3, -0.4, 0.4], [0.1, 1.1, -1.6], [0.6, 0.5, -1.0], [0.1, -0.2, 0.3], [1.9, 1.1, 0.6], [-0.2, -1.3, 1.0], [-1.3, 1.9, -0.1], [-0.2, 0.0, 0.7], [0.5, -0.1, 0.5], [-0.7, 0.2, -0.1], [-0.7, 2.4, 0.9], [-3.3, 11.9, -7.2], [0.3, 0.1, -0.1], [-0.1, 0.0, 0.4], [-0.2, 0.3, -1.1], [-4.6, 1.7, -2.3], [0.0, 0.4, -0.5], [-0.2, 0.8, 1.8], [-1.8, 0.1, -2.6], [0.3, 0.7, 0.2], [-1.9, 0.6, 0.6], [-1.5, 1.0, -1.6], [1.1, 0.7, 2.3], [0.1, -0.2, 0.7], [-0.2, 0.2, -0.1], [2.9, 1.0, -0.5], [-0.5, 0.1, -0.9], [-2.9, -1.9, 0.3], [-2.4, -0.9, 1.9], [-2.0, 1.3, 0.1], [0.6, 0.3, -1.1], [6.3, -2.8, 2.5], [-0.8, 0.2, 0.3], [0.3, 0.3, 0.2], [0.1, 0.2, 0.0], [-2.1, -0.8, -1.3], [-0.2, -0.4, -0.1], [-0.1, -0.8, 0.1], [-0.3, 0.4, -0.6], [-1.1, 1.6, -0.1], [0.5, 0.0, -0.6], [1.7, 2.2, -2.7], [3.9, 0.5, 0.1], [-0.1, 0.1, 0.1], [-0.9, 0.0, 0.3], [-0.2, -1.3, -1.3], [0.2, 0.0, -0.5], [-0.3, -0.9, 0.6], [-2.3, 0.2, -2.9], [0.9, -1.1, -0.1], [-0.5, 0.4, 0.2], [-1.5, 0.7, -1.4], [-0.3, 0.2, -0.4], [0.8, 0.2, 0.5], [-2.0, -1.0, 0.9], [-2.3, -0.2, -0.4], [0.3, -0.7, -0.1], [0.9, -0.5, -1.0], [-0.7, 2.9, -4.6], [1.9, -3.9, 1.0], [2.8, 0.8, 0.5], [3.5, 2.3, -3.3], [1.2, -0.1, -1.8], [0.2, 0.9, 0.0], [-0.3, -1.2, -1.0], [-0.4, -1.2, 1.1], [-0.5, 0.5, 0.1], [2.6, -0.6, 0.7], [1.6, 0.0, 0.1], [-0.1, 0.1, -0.2], [-0.5, 0.2, 0.4], [1.5, 1.3, 0.9], [-2.6, -15.5, -4.4], [1.0, -0.3, -0.1], [0.6, -0.3, 0.2], [-2.3, -0.1, -0.2], [0.2, -1.6, -0.4], [0.0, 0.1, 0.1], [-1.2, 1.5, -0.8], [-1.1, -0.7, 0.0], [3.0, 0.8, 1.0], [0.5, -0.1, -0.1], [-0.6, -0.7, 0.0], [1.2, 0.2, 3.8], [0.6, -0.1, -0.8], [1.7, 0.0, 0.3], [2.7, 0.4, 0.2], [1.1, -0.9, -0.8], [-0.1, -0.3, 0.4], [0.7, 0.1, -0.2], [0.3, 13.0, 1.3], [-0.3, -0.2, 0.2], [-0.5, -2.7, 2.9], [-0.8, 0.5, -0.2], [-0.7, 0.7, 1.3], [0.3, -0.8, -1.3], [2.4, 1.0, 1.7], [-1.0, 2.3, -0.3], [0.0, 0.3, -0.1], [-1.7, -0.6, 0.3], [0.2, 0.2, -0.8], [-0.4, 0.5, 0.2], [1.0, 0.3, 0.1], [-0.2, -0.2, 0.2], [-0.1, 0.5, 0.0], [-0.7, -0.5, 0.0], [-2.6, 0.3, -2.2], [0.1, 1.0, -2.1], [-1.3, -4.6, -3.9], [0.7, -1.2, -0.5], [-0.5, 0.4, 0.1], [-1.0, -6.6, 3.0], [1.0, -0.1, 4.1], [0.4, 0.2, 0.2], [-2.6, 2.5, 1.1], [-0.3, 0.1, 0.2], [0.6, -0.2, -0.2], [-2.1, 6.8, 0.8], [0.1, -0.1, -0.6], [0.2, 0.3, -0.1], [0.1, 0.1, -0.1], [-0.3, 3.3, -2.0], [1.1, 0.4, 1.2], [-0.9, 0.2, 0.5], [2.2, -1.6, 0.2], [1.1, 3.5, -0.8], [-2.4, -0.8, -1.1], [0.8, 0.9, -0.8], [-0.5, 0.0, 0.0], [0.6, 0.1, 0.5], [-0.5, -2.4, -0.4], [-0.8, 0.1, 0.3], [-0.4, -0.1, -0.1], [-0.8, -2.5, 4.1], [-0.5, 0.3, 0.1], [-0.1, -0.4, -0.2], [-1.5, 1.0, 0.8], [-0.9, 0.4, 1.6], [-2.0, -0.1, 0.4], [2.7, 2.7, -2.0]], "total_charge": 1, "lumo_ev": -2.251, "homo_lumo_gap_ev": 7.02, "relative_energy_kj_mol": 5253.75, "e_tot_ha": -10686.778412}